{
  "formula": "C56H122F3N6O9S",
  "method": "ωB97M-V/def2-TZVPD",
  "orbital_gap_ev": 3.819,
  "total_charge": 3,
  "e_tot_ev": -106372.1323,
  "lumo_ha": -0.184,
  "species": ["C", "O", "C", "C", "N", "H", "H", "C", "C", "O", "C", "H", "H", "H", "H", "H", "H", "H", "H", "H", "H", "H", "H", "H", "H", "C", "C", "C", "N", "C", "C", "C", "C", "C", "C", "H", "H", "H", "H", "H", "H", "H", "H", "H", "H", "H", "H", "H", "H", "H", "H", "H", "H", "H", "H", "C", "C", "C", "N", "C", "C", "C", "C", "C", "C", "H", "H", "H", "H", "H", "H", "H", "H", "H", "H", "H", "H", "H", "H", "H", "H", "H", "H", "H", "H", "C", "C", "C", "N", "C", "C", "C", "C", "C", "C", "H", "H", "H", "H", "H", "H", "H", "H", "H", "H", "H", "H", "H", "H", "H", "H", "H", "H", "H", "H", "C", "C", "C", "N", "C", "C", "C", "C", "C", "C", "H", "H", "H", "H", "H", "H", "H", "H", "H", "H", "H", "H", "H", "H", "H", "H", "H", "H", "H", "H", "C", "C", "C", "N", "C", "C", "C", "C", "C", "C", "H", "H", "H", "H", "H", "H", "H", "H", "H", "H", "H", "H", "H", "H", "H", "H", "H", "H", "H", "H", "C", "C", "O", "O", "H", "H", "H", "C", "C", "O", "O", "H", "H", "H", "C", "F", "F", "F", "S", "O", "O", "O"],
  "coordinates": [[10.127, 7.297, -2.941], [9.606, 6.061, -2.440], [10.397, 5.269, -1.624], [9.673, 3.952, -1.305], [8.204, 4.094, -0.881], [8.242, 4.760, -0.123], [7.723, 4.519, -1.660], [7.471, 2.842, -0.520], [6.083, 3.287, -0.218], [5.567, 3.876, -1.358], [4.447, 4.614, -1.057], [10.032, 8.145, -2.263], [9.507, 7.568, -3.795], [11.183, 7.302, -3.211], [10.607, 5.756, -0.672], [11.331, 5.154, -2.175], [10.082, 3.350, -0.493], [9.807, 3.387, -2.227], [8.009, 2.459, 0.348], [7.517, 2.008, -1.220], [6.067, 3.827, 0.730], [5.438, 2.471, 0.109], [4.633, 5.374, -0.298], [3.557, 4.159, -0.622], [4.132, 4.838, -2.076], [2.046, -7.153, 7.123], [2.342, -6.821, 5.672], [3.399, -7.656, 5.028], [3.326, -7.738, 3.460], [1.851, -7.952, 2.988], [1.648, -8.301, 1.473], [2.645, -9.395, 1.111], [4.112, -9.121, 1.461], [4.099, -8.968, 3.004], [3.860, -6.370, 2.878], [1.736, -8.174, 7.346], [1.219, -6.499, 7.403], [2.959, -7.033, 7.706], [2.605, -5.764, 5.638], [1.361, -6.962, 5.219], [3.277, -8.689, 5.355], [4.375, -7.376, 5.423], [1.452, -8.802, 3.542], [1.343, -7.015, 3.217], [0.635, -8.636, 1.250], [1.870, -7.453, 0.825], [2.331, -10.380, 1.457], [2.562, -9.602, 0.044], [4.539, -10.122, 1.397], [4.600, -8.366, 0.846], [3.784, -9.882, 3.509], [5.142, -8.854, 3.300], [3.183, -5.584, 3.213], [4.060, -6.453, 1.810], [4.860, -6.176, 3.265], [-1.156, 0.287, -5.866], [-0.035, 0.661, -6.837], [1.281, 1.378, -6.184], [2.563, 1.397, -7.178], [3.600, 2.263, -6.424], [4.807, 2.449, -7.360], [4.496, 2.906, -8.761], [3.355, 2.038, -9.502], [2.148, 1.981, -8.522], [3.105, -0.030, -7.362], [-0.851, -0.511, -5.189], [-2.073, -0.097, -6.312], [-1.577, 1.046, -5.207], [-0.485, 1.370, -7.532], [0.189, -0.195, -7.474], [1.573, 0.904, -5.247], [1.147, 2.451, -6.048], [3.207, 3.245, -6.158], [3.888, 1.776, -5.492], [5.512, 3.152, -6.918], [5.355, 1.515, -7.482], [4.083, 3.911, -8.680], [5.410, 2.886, -9.356], [2.998, 2.491, -10.426], [3.720, 1.049, -9.780], [1.717, 2.969, -8.362], [1.485, 1.217, -8.929], [3.279, -0.596, -6.447], [3.980, -0.077, -8.010], [2.395, -0.645, -7.915], [-2.599, 5.929, -0.830], [-3.257, 7.350, -1.128], [-2.237, 8.449, -0.891], [-2.718, 9.912, -1.285], [-1.639, 10.878, -0.752], [-1.893, 12.288, -1.275], [-1.943, 12.370, -2.842], [-3.015, 11.428, -3.349], [-2.851, 9.972, -2.886], [-4.132, 10.258, -0.615], [-1.794, 5.858, -1.562], [-3.208, 5.037, -0.976], [-1.955, 5.786, 0.038], [-4.138, 7.563, -0.522], [-3.589, 7.278, -2.163], [-1.282, 8.257, -1.381], [-1.932, 8.567, 0.149], [-0.640, 10.575, -1.067], [-1.562, 10.949, 0.333], [-1.050, 12.944, -1.058], [-2.628, 12.870, -0.719], [-0.990, 12.057, -3.267], [-2.145, 13.413, -3.086], [-3.055, 11.358, -4.436], [-4.025, 11.810, -3.201], [-1.932, 9.477, -3.200], [-3.533, 9.251, -3.338], [-3.960, 10.451, 0.444], [-4.804, 9.405, -0.715], [-4.481, 11.170, -1.099], [-6.272, -5.978, 3.287], [-7.108, -6.271, 2.110], [-6.746, -5.437, 0.907], [-7.758, -4.328, 0.438], [-7.002, -3.525, -0.709], [-7.961, -2.469, -1.327], [-9.354, -3.058, -1.558], [-9.978, -4.123, -0.650], [-9.027, -5.008, -0.043], [-8.126, -3.456, 1.554], [-6.456, -4.950, 3.597], [-5.226, -6.091, 3.004], [-6.434, -6.669, 4.114], [-8.173, -6.384, 2.312], [-6.729, -7.262, 1.859], [-6.716, -6.096, 0.039], [-5.789, -4.920, 0.967], [-6.718, -4.274, -1.449], [-6.145, -3.027, -0.258], [-7.507, -2.201, -2.282], [-7.835, -1.692, -0.572], [-9.253, -3.432, -2.577], [-10.161, -2.326, -1.534], [-10.678, -4.701, -1.252], [-10.535, -3.560, 0.099], [-8.713, -5.821, -0.697], [-9.498, -5.603, 0.739], [-8.340, -3.966, 2.493], [-8.913, -2.727, 1.359], [-7.206, -2.949, 1.845], [0.237, 1.681, 4.959], [-0.866, 1.545, 6.071], [-0.245, 1.356, 7.448], [-1.199, 0.511, 8.371], [-1.250, -1.020, 7.932], [-2.341, -1.748, 8.731], [-3.720, -0.991, 8.748], [-3.635, 0.432, 9.357], [-2.650, 1.185, 8.551], [-0.597, 0.432, 9.829], [0.885, 0.818, 5.114], [0.794, 2.616, 5.018], [-0.282, 1.626, 4.002], [-1.523, 0.687, 5.930], [-1.436, 2.473, 6.127], [0.093, 2.203, 8.045], [0.613, 0.694, 7.335], [-1.524, -1.076, 6.879], [-0.211, -1.334, 8.031], [-2.411, -2.774, 8.370], [-2.075, -2.082, 9.734], [-4.148, -0.962, 7.746], [-4.381, -1.662, 9.296], [-4.640, 0.801, 9.149], [-3.327, 0.484, 10.401], [-3.127, 1.261, 7.574], [-2.563, 2.243, 8.800], [0.425, 0.055, 9.783], [-1.190, -0.124, 10.555], [-0.477, 1.463, 10.159], [3.566, -4.078, -2.673], [5.019, -3.924, -3.038], [5.784, -4.908, -3.032], [5.366, -2.747, -3.276], [2.923, -3.753, -3.491], [3.288, -3.512, -1.784], [3.282, -5.127, -2.592], [-0.788, -1.628, 0.215], [-1.167, -2.043, 1.619], [-2.321, -1.990, 2.026], [-0.244, -2.337, 2.369], [-1.548, -1.099, -0.360], [-0.703, -2.637, -0.190], [0.098, -0.993, 0.204], [-1.148, -6.290, -5.497], [-0.595, -5.540, -6.454], [-0.430, -7.391, -5.316], [-1.271, -5.590, -4.378], [-2.941, -6.909, -6.057], [-3.458, -7.677, -4.898], [-3.705, -5.695, -6.407], [-2.671, -7.790, -7.177]],
  "forces_ev_per_a": [[-0.22, 0.48, 0.01], [-1.35, 0.40, -0.47], [0.18, 0.74, 1.05], [0.33, -0.74, -0.72], [1.91, -0.23, -2.06], [-0.53, 0.17, 0.47], [-0.44, 0.55, -0.28], [0.84, -0.39, 1.19], [-0.37, -1.87, 1.15], [0.89, -0.45, 0.80], [-1.75, 0.80, -0.90], [-0.21, -0.27, 0.62], [0.23, -0.29, -0.11], [0.04, -0.66, -0.20], [0.25, 0.41, 0.18], [0.33, -0.90, 0.48], [0.60, 0.38, -0.10], [-0.98, -0.48, 0.13], [-0.34, -0.03, 0.29], [0.20, 0.70, -0.76], [0.12, 1.38, -0.24], [0.12, -0.72, -0.41], [0.39, 0.85, -0.64], [0.23, -1.38, 0.09], [-0.36, 1.41, 0.40], [0.71, -0.21, 0.34], [-1.18, 0.28, 0.01], [-0.46, -1.22, -0.56], [-0.11, 0.63, 0.14], [-0.15, 0.45, -0.74], [1.89, 0.06, 0.69], [-0.44, -0.43, -1.87], [-1.98, -1.55, 1.76], [1.97, 1.53, -0.99], [0.44, -1.57, 0.48], [-0.15, -0.14, -0.53], [0.35, 0.06, 0.53], [-0.24, 0.47, 0.46], [-0.12, 0.08, -0.22], [0.26, 0.22, -0.52], [-0.17, -0.16, -0.15], [0.30, 0.20, -0.86], [0.13, 0.22, 0.42], [-0.11, -0.30, 0.13], [-0.05, 0.19, 0.45], [-0.20, 0.27, 0.18], [0.08, 0.03, 0.84], [0.09, 0.43, -0.31], [0.79, 0.31, -0.68], [0.10, -0.11, 0.34], [-0.72, 0.31, -0.10], [0.02, 0.40, 0.42], [-0.06, -0.19, -0.45], [-0.90, 0.08, -0.01], [-0.12, -0.25, 0.53], [-0.07, -0.68, 1.17], [0.35, 1.49, 0.18], [-0.61, -1.03, -2.18], [-0.74, -0.66, 2.25], [0.69, -0.34, -1.62], [0.44, -0.80, 0.26], [-1.78, -0.38, -1.28], [0.74, 1.13, 1.85], [1.38, -1.38, -0.49], [-0.43, -0.27, -0.63], [0.20, -0.09, 0.00], [0.38, -0.10, -0.77], [0.61, 0.65, -0.12], [0.25, 0.27, -0.11], [0.44, -0.16, 0.39], [0.25, -0.07, -0.21], [-0.43, -0.17, 0.18], [-0.59, -0.13, -0.30], [-0.18, -0.33, -0.19], [-0.06, 0.01, 0.17], [0.03, -0.15, 0.51], [0.22, 0.31, -0.41], [-0.11, 0.29, 0.02], [0.19, 0.25, 0.10], [-0.09, -0.01, 0.18], [-0.18, -0.22, 0.03], [-0.59, 0.57, 0.15], [0.12, 0.70, 0.35], [0.10, 0.50, 0.48], [-0.48, 0.41, 0.06], [0.95, 0.88, -0.84], [0.39, -1.28, 0.79], [-0.31, 1.30, 0.08], [-0.93, -1.48, 0.18], [-0.37, 1.20, -0.88], [1.22, 0.87, -1.00], [-0.89, -0.45, 1.37], [-0.57, -0.73, -1.02], [1.13, 0.59, 1.38], [1.89, -0.23, -0.53], [-0.13, -0.18, -0.65], [-0.36, 0.45, 0.12], [-0.80, 0.50, 0.79], [0.05, -0.41, 0.10], [0.07, 0.30, -0.04], [-0.17, 0.24, -0.57], [-0.48, -0.25, 0.25], [-0.25, -0.50, -0.46], [-0.74, -0.75, 0.11], [0.61, -0.49, 0.43], [-0.87, -0.55, -0.41], [0.18, 0.20, 0.15], [0.03, -0.18, -0.34], [0.53, 0.04, -0.27], [-0.08, -0.09, 0.72], [0.63, 0.75, -0.03], [-0.97, 0.35, 0.94], [0.13, -0.04, -0.10], [0.14, 0.34, -0.34], [-0.10, -0.31, 0.05], [0.51, 0.98, 1.25], [0.23, -1.29, -0.68], [-0.92, 0.74, -1.42], [0.33, -0.93, 0.02], [-1.76, -0.62, 0.04], [0.96, -1.22, 1.79], [-0.47, 0.31, -1.01], [-0.60, 1.95, -0.76], [1.73, -2.54, 0.34], [1.30, 1.03, 1.36], [0.33, 0.04, 0.51], [0.08, 0.25, 0.10], [-0.22, 0.14, 0.01], [0.01, 0.22, -0.07], [-0.65, -0.34, -0.51], [0.15, 0.21, -0.13], [0.00, -0.10, 0.33], [0.16, -0.12, 0.24], [0.02, -0.41, 0.08], [-0.12, 0.42, 0.20], [-0.78, 0.71, -0.52], [-0.53, -0.22, -0.06], [0.51, 0.60, -0.66], [-0.12, 0.06, 0.20], [-0.25, -0.35, 0.18], [0.31, 0.32, -0.56], [0.34, 0.46, 0.69], [-0.52, -0.68, -0.48], [0.17, -0.26, -0.36], [-0.01, 0.56, -0.24], [-1.35, -0.64, 0.96], [0.87, 1.29, 0.40], [-0.52, -1.90, 0.76], [-0.65, -0.42, 2.16], [-0.93, 1.48, 0.23], [-0.12, -0.19, 0.18], [1.21, -1.33, 0.61], [0.22, -1.74, -0.17], [0.82, 0.52, -2.28], [0.34, 1.28, -1.26], [0.26, 0.13, -0.57], [-0.03, -0.09, 0.19], [0.35, -0.14, -0.07], [0.05, 0.23, -0.60], [-0.43, -0.16, -0.33], [-0.38, 0.26, -0.31], [0.17, -0.04, 0.16], [0.08, 0.25, -0.01], [-0.23, -0.29, 0.23], [-0.42, 0.18, -1.03], [0.38, 1.02, 0.49], [0.17, 0.29, -0.17], [-0.17, 0.33, 0.24], [0.19, 0.73, 0.59], [-0.68, -0.37, 0.17], [0.64, -0.32, -0.53], [0.78, -0.16, 0.59], [-0.20, -0.37, -0.26], [-0.11, -0.01, -0.58], [-0.32, 0.02, 0.10], [-1.18, -0.96, -0.38], [1.20, 0.00, 0.23], [-0.46, -0.45, 0.14], [0.06, 1.41, -0.35], [0.08, 0.50, -0.11], [0.10, -0.03, 0.04], [0.15, -0.14, 0.51], [-0.59, -0.25, -0.40], [0.15, 1.64, 0.85], [-3.34, 0.14, -0.38], [2.94, -0.93, 0.95], [-0.37, -0.13, 0.24], [0.80, 0.29, -0.91], [0.32, -0.66, -0.04], [-3.39, -1.34, -1.50], [0.41, 0.17, 0.30], [0.73, 0.29, 0.43], [0.71, 0.34, 0.50], [-0.97, -0.68, 0.36], [0.85, 1.54, -0.65], [1.08, -0.71, 0.74], [0.51, 0.57, -0.01]],
  "mulliken_charge": [-0.742, -0.302, -0.494, -0.736, -0.106, 0.368, 0.421, -0.694, -0.718, -0.266, -0.824, 0.307, 0.253, 0.304, 0.358, 0.452, 0.399, 0.352, 0.422, 0.409, 0.400, 0.508, 0.356, 0.338, 0.235, -1.560, 0.094, -0.791, 0.310, -0.875, -0.723, -0.804, -0.523, -0.775, -0.938, 0.372, 0.383, 0.385, 0.283, 0.169, 0.342, 0.474, 0.405, 0.595, 0.412, 0.344, 0.343, 0.419, 0.301, 0.353, 0.465, 0.395, 0.393, 0.433, 0.320, -1.546, -0.316, -0.571, 0.056, -0.660, -0.650, -0.663, -0.846, -0.596, -1.052, 0.398, 0.399, 0.346, 0.324, 0.364, 0.458, 0.411, 0.353, 0.509, 0.412, 0.325, 0.289, 0.386, 0.416, 0.360, 0.376, 0.458, 0.500, 0.396, 0.362, -1.395, -0.112, -0.763, 0.119, -0.599, -0.753, -0.580, -0.849, -0.587, -0.856, 0.367, 0.364, 0.365, 0.330, 0.237, 0.400, 0.424, 0.396, 0.391, 0.397, 0.367, 0.273, 0.357, 0.440, 0.330, 0.446, 0.447, 0.339, 0.302, 0.402, -1.304, -0.319, -0.668, -0.061, -0.603, -0.721, -0.605, -0.753, -0.599, -1.036, 0.275, 0.358, 0.383, 0.312, 0.355, 0.333, 0.639, 0.459, 0.482, 0.402, 0.358, 0.356, 0.282, 0.380, 0.341, 0.522, 0.280, 0.307, 0.365, 0.479, -1.357, -0.292, -0.768, 0.075, -0.641, -0.803, -0.689, -0.566, -0.702, -1.058, 0.387, 0.345, 0.373, 0.353, 0.336, 0.439, 0.390, 0.463, 0.443, 0.466, 0.372, 0.324, 0.368, 0.339, 0.281, 0.431, 0.488, 0.386, 0.418, 0.397, -0.667, 0.562, -0.726, -0.754, 0.173, 0.177, 0.243, -0.662, 0.519, -0.754, -0.731, 0.253, 0.144, 0.236, 0.574, -0.228, -0.222, -0.211, 1.057, -0.669, -0.665, -0.639]
}